61
Properties=species:S:1:pos:R:3 method="wB97M-V/def2-TZVPD" e_tot_ha=-1425.1366 total_charge=-1 multiplicity=1 largest_force_ev_per_a=0.358 homo_ev=-3.518 lumo_ev=2.18 homo_lumo_gap_ev=5.7022
P -3.121 -0.138 -2.815
O -3.969 -1.620 -3.254
O 1.859 -0.811 0.302
O -1.170 -2.227 -2.512
O 2.510 0.972 4.727
O 1.900 -1.355 -4.266
O -2.748 2.021 2.941
C 2.508 -0.101 -4.491
C -3.620 0.330 1.502
C -1.925 -1.250 -1.788
C 1.333 -3.056 0.850
C 1.936 -1.697 1.118
C 0.492 -1.301 -4.031
C -1.112 0.681 1.848
C -2.320 1.542 -2.325
C 2.272 1.509 5.782
C 3.060 1.189 7.032
C -2.520 1.107 2.177
C 1.170 2.530 5.921
C -1.258 2.078 -3.282
C 2.787 0.641 -3.196
C 2.587 -1.485 2.463
C 0.193 -1.961 -2.694
H -0.940 -0.342 2.191
H 3.820 0.444 6.809
H 1.855 -1.660 3.255
H -4.590 0.706 1.819
H -1.203 3.172 -3.287
H 3.352 0.002 -2.517
H -4.107 0.626 -3.615
H -4.327 -1.466 -4.140
H 3.361 1.552 -3.382
H 0.581 -1.333 -1.883
H 0.577 -3.282 1.605
H 2.101 -3.830 0.918
H -2.560 -1.792 -1.078
H 0.445 2.200 6.667
H 0.133 -0.270 -4.027
H -0.035 -1.831 -4.829
H 3.439 -0.302 -5.027
H 1.582 3.479 6.270
H -0.969 0.683 0.767
H 1.859 0.915 -2.693
H -3.530 -0.731 1.745
H 3.404 -2.194 2.614
H -2.240 -0.271 -3.985
H 1.874 0.507 -5.149
H -1.219 -0.628 -1.216
H 2.959 -0.468 2.546
H -3.150 2.251 -2.253
H 3.531 2.095 7.418
H -3.971 -0.025 -1.614
H -0.394 1.350 2.318
H -3.523 0.415 0.415
H -0.260 1.711 -3.028
H 0.671 2.674 4.966
H 2.391 0.816 7.809
H 0.878 -3.069 -0.137
H 0.729 -2.917 -2.658
H -1.899 1.463 -1.316
H -1.468 1.755 -4.307